No. 1
ORCA calculation (ωB97M-V/def2-TZVPD) on a molecular structure, C35H33CdN12O5S2.

Geometry as XYZ:
```
88
Properties=species:S:1:pos:R:3:forces:R:3:lowdin_charge:R:1
Cd 0.73977 1.20245 -0.95408 0.05 -0.16 0.32 1.41
O 1.90648 -0.07732 3.60874 0.01 -0.16 0.01 0.03
C 1.72956 0.28335 2.27720 -0.08 -0.04 0.23 -0.40
O 0.42522 0.26896 1.87354 0.09 -0.48 0.02 -0.13
C 2.75822 0.73354 1.54432 0.18 0.24 -0.22 -0.23
C 4.08854 0.87963 2.14643 -0.19 -0.07 -0.06 -0.03
C 5.10843 1.38375 1.43662 0.05 0.09 -0.19 -0.10
C 4.91885 1.76365 0.05707 0.26 0.00 0.31 -0.07
C 3.67821 1.58957 -0.47360 -0.38 -0.20 0.01 -0.27
N 2.59757 1.11011 0.19495 0.40 0.17 -0.38 0.02
C 3.53179 1.81374 -1.96780 -0.31 -0.23 0.17 -0.51
O 4.28889 2.77206 -2.50806 0.11 0.21 0.07 0.11
O 2.82523 1.13738 -2.67460 0.01 0.02 0.16 0.04
H 1.06791 0.11748 4.03970 -0.02 0.06 0.06 0.08
H 4.20610 0.57603 3.17748 0.01 0.02 -0.03 0.10
H 6.08468 1.49735 1.89355 0.00 -0.01 0.00 0.09
H 5.74968 2.08144 -0.55579 0.00 -0.02 0.03 0.09
H 4.53825 3.38663 -1.80341 0.07 -0.01 -0.02 0.11
N -1.32928 2.70446 -3.40250 0.13 -0.16 0.11 0.13
C -1.69287 1.43851 -2.98988 -0.01 0.29 0.06 -0.50
N -2.63054 0.74184 -3.61129 -0.20 -0.40 0.04 0.02
N -2.74589 -0.39287 -2.88335 0.04 0.19 -0.10 -0.09
N -1.92981 -0.38098 -1.88768 0.03 0.36 -0.26 -0.11
N -1.23716 0.79308 -1.91527 0.12 -0.23 0.04 -0.10
C -0.27938 3.48358 -2.93244 -0.37 -0.20 -0.05 -0.51
N -0.01926 4.68524 -3.40761 0.21 0.29 0.08 0.01
N 1.03213 5.10954 -2.66623 -0.10 -0.23 0.02 -0.11
N 1.37039 4.20919 -1.80459 -0.20 0.02 -0.28 -0.09
N 0.53727 3.14511 -1.94930 0.28 0.32 -0.07 -0.10
H -1.81743 3.05973 -4.20406 0.00 0.00 -0.06 0.13
O 1.23383 -1.13621 -1.77304 -0.29 -0.19 -0.06 -0.59
S 0.49300 -1.66870 -2.96873 0.07 0.39 0.05 1.00
C -0.21602 -3.23059 -2.46240 0.06 -0.02 0.03 -0.38
C -1.39867 -3.65969 -3.04231 -0.03 0.10 -0.05 -0.09
C -1.95119 -4.86345 -2.62558 0.03 -0.05 0.05 -0.08
C -1.32882 -5.60640 -1.63052 0.01 0.07 -0.03 -0.09
C -0.15399 -5.14766 -1.04266 -0.02 0.03 0.03 -0.08
C 0.40727 -3.94828 -1.45471 0.02 -0.11 0.01 -0.07
C 1.78512 -2.30053 -4.04446 -0.01 -0.04 0.03 -0.36
C 1.45422 -2.85333 -5.27499 -0.02 -0.05 0.04 -0.08
C 2.46938 -3.28250 -6.11490 0.01 0.03 0.03 -0.09
C 3.79847 -3.13813 -5.72871 -0.02 0.01 0.02 -0.09
C 4.11184 -2.56326 -4.50520 -0.03 0.00 -0.03 -0.07
C 3.10059 -2.13236 -3.65363 0.08 0.00 0.01 -0.06
H -1.90120 -3.03891 -3.77776 0.04 -0.02 0.08 0.10
H -2.88045 -5.20839 -3.06124 0.02 0.01 0.01 0.10
H -1.77003 -6.53786 -1.29847 0.01 0.00 0.00 0.10
H 0.31963 -5.72090 -0.25488 -0.01 0.01 -0.02 0.10
H 1.31315 -3.55708 -1.00364 -0.05 -0.01 -0.02 0.11
H 0.41407 -2.95044 -5.57084 0.06 0.01 0.02 0.11
H 2.22626 -3.71893 -7.07556 0.00 0.01 0.01 0.10
H 4.59034 -3.46109 -6.39341 -0.01 -0.01 0.02 0.10
H 5.14720 -2.43462 -4.21517 -0.02 0.00 0.00 0.10
H 3.31176 -1.64717 -2.70719 -0.02 -0.03 -0.06 0.10
C -1.32977 -1.28094 3.40856 0.04 0.00 0.02 -0.07
C -1.03155 -1.80093 2.00511 -0.01 0.03 -0.01 -0.38
C -2.33822 -1.98495 1.22861 0.02 -0.07 -0.04 -0.08
C -0.06758 -0.89836 1.18917 -0.10 -0.07 0.07 -0.16
H -2.12873 -1.87515 3.86169 0.04 0.04 -0.03 0.08
H -1.65552 -0.23801 3.37910 -0.01 -0.01 0.01 0.08
H -0.45528 -1.35657 4.05775 -0.02 0.04 0.00 0.07
H -0.56012 -2.78358 2.10936 0.02 0.02 -0.01 0.13
H -2.93616 -1.06755 1.27519 0.05 -0.05 -0.06 0.08
H -2.93354 -2.80394 1.64451 0.03 0.08 0.03 0.07
H -2.15364 -2.19654 0.17296 -0.02 0.02 0.03 0.05
H 0.78918 -1.46052 0.81877 0.00 -0.05 -0.04 0.12
H -0.62276 -0.52355 0.32301 -0.01 -0.06 0.05 0.06
S -3.07717 4.45256 4.10934 -0.07 0.04 0.02 0.97
C -2.12621 3.68762 2.80514 -0.04 -0.04 0.01 -0.52
C -2.75163 3.14882 1.69126 -0.04 0.00 0.05 -0.07
C -1.96761 2.52267 0.73381 0.22 0.02 0.09 -0.12
N -0.64304 2.43103 0.83870 -0.24 0.19 -0.14 0.02
C -0.04516 2.97661 1.89512 0.03 0.09 -0.15 -0.12
C -0.74493 3.61812 2.90432 0.04 -0.04 0.02 -0.06
C -3.59081 2.96957 4.96492 0.07 0.04 -0.05 -0.52
C -4.75387 2.30365 4.61248 -0.09 -0.05 -0.01 -0.08
C -5.09599 1.15072 5.30692 0.08 -0.01 0.09 -0.14
N -4.37208 0.64618 6.30705 0.04 0.13 -0.09 0.06
C -3.25845 1.30065 6.63803 -0.09 -0.02 -0.06 -0.15
C -2.82837 2.45906 6.00404 0.04 -0.07 0.07 -0.08
H -3.82537 3.20725 1.56835 0.03 -0.01 0.02 0.10
H -2.41174 2.06536 -0.14275 0.03 0.02 -0.03 0.10
H 1.03580 2.87681 1.93782 -0.08 0.01 -0.01 0.11
H -0.22717 4.03614 3.75784 -0.01 0.00 -0.04 0.11
H -5.38115 2.67393 3.81162 0.02 -0.03 0.03 0.10
H -5.99767 0.60586 5.04649 0.03 0.02 0.01 0.10
H -2.67782 0.87619 7.45090 -0.02 0.02 -0.03 0.10
H -1.91322 2.95201 6.30676 -0.03 -0.03 0.00 0.10
```
Positions in Å, forces in eV/Å.

The value obtained for the HOMO energy is -3.7 eV. The energy is -91184.3308 eV. The LUMO energy is 2.0 eV. As for the net charge: -1.

No. 2
ORCA calculation (ωB97M-V/def2-TZVPD) on a molecular structure, C2H3ORb in a non-equilibrium geometry.

Geometry as XYZ:
```
7
Properties=species:S:1:pos:R:3:forces:R:3:nbo_charge:R:1
O -0.71594 0.59110 -0.02914 -0.93 2.44 1.58 -0.57
C 0.92838 -0.64056 -0.00378 2.37 -0.05 1.18 -0.29
C 0.54100 0.72904 0.07153 -1.77 -3.26 -3.64 0.27
Rb -4.00145 0.13652 0.51714 0.35 0.07 -0.07 1.00
H 1.62522 -0.96802 -0.77545 0.13 0.05 0.40 0.21
H 0.57317 -1.34990 0.74520 -0.21 0.22 -0.57 0.21
H 1.04963 1.50182 -0.52551 0.06 0.53 1.13 0.18
```
Positions in Å, forces in eV/Å.

The value obtained for the HOMO energy (alpha / beta) is -11.9 / -13.6 eV. The energy is -4816.8333 eV. As for the spin multiplicity: 2. The LUMO energy (alpha / beta) is -4.0 / -4.0 eV. As for the net charge: +1.

No. 3
ORCA calculation (ωB97M-V/def2-TZVPD) on C2H5IN2 in the gas phase in a non-equilibrium geometry.

Geometry as XYZ:
```
10
Properties=species:S:1:pos:R:3:forces:R:3:nbo_charge:R:1
C -1.17741 0.99536 -0.77221 1.65 -1.05 0.00 -0.23
N -0.99492 0.56118 0.42841 -1.56 0.37 -0.75 -0.24
N 0.07814 0.09553 0.95280 2.88 -2.04 0.48 -0.30
C 1.10653 -0.64419 -0.04997 -3.63 0.35 -0.02 -0.44
I -0.30970 -0.89552 2.87947 0.30 0.47 -1.40 0.21
H -2.21460 1.17781 -0.98631 -0.01 0.58 -0.39 0.20
H -0.34808 1.00751 -1.55852 -1.33 0.09 0.98 0.16
H 0.35408 -1.03630 -0.86244 1.88 0.82 1.13 0.21
H 1.73581 0.17499 -0.30241 0.33 0.60 -0.99 0.21
H 1.77015 -1.43637 0.27119 -0.52 -0.19 0.95 0.23
```
Positions in Å, forces in eV/Å.

The value obtained for the HOMO energy is -8.5 eV. The energy is -13232.5272 eV. The LUMO energy is -0.8 eV. As for the structure (SMILES): C=NN(C)I.

No. 4
ORCA calculation (ωB97M-V/def2-TZVPD) on 8 unconnected molecules or ions with the total composition C30H76N4O8 in a non-equilibrium geometry.

Geometry as XYZ:
```
118
Properties=species:S:1:pos:R:3:forces:R:3:lowdin_charge:R:1
C -2.41257 3.82166 1.84648 0.10 0.34 -0.44 -0.13
O -2.10521 3.13581 0.59976 -0.26 0.27 1.59 -0.13
H -3.47997 4.01849 1.94662 -0.15 0.40 -0.49 0.06
H -2.23094 3.28514 2.77774 0.65 -0.49 -0.32 0.04
H -1.84057 4.74948 1.83858 -0.17 -0.02 0.08 0.08
H -2.75698 2.43134 0.62257 -0.20 -0.51 -0.54 0.01
C -4.14091 0.03451 -0.45980 -0.11 0.64 -1.56 -0.14
O -4.30794 1.20823 0.25840 0.11 1.30 1.80 -0.14
H -3.57740 0.35716 -1.33527 0.31 -0.74 -0.51 0.07
H -3.55479 -0.69115 0.10411 -0.52 -0.20 0.04 0.09
H -5.14451 -0.21156 -0.80669 0.28 -1.28 0.07 0.10
H -5.06023 1.68605 -0.09846 0.03 0.11 0.16 0.11
C -0.84736 -3.59072 2.61438 0.90 0.28 0.59 -0.18
O -1.74568 -2.82234 1.87392 -0.77 -0.26 -0.38 -0.13
H -0.10942 -4.13148 2.02182 -0.17 -0.37 -0.45 0.06
H -0.22528 -2.92395 3.21148 0.00 0.00 0.55 0.07
H -1.36373 -4.29470 3.26697 -0.12 0.15 -0.14 0.08
H -1.23994 -2.34076 1.21521 0.15 0.19 -0.19 0.01
C -0.40981 -0.19080 -0.46253 -0.08 1.37 -0.25 -0.13
O -0.15951 -1.51979 -0.10063 -0.51 -0.61 0.04 -0.12
H -1.25739 -0.08048 -1.13895 -0.09 -0.23 -0.30 0.07
H -0.67894 0.46507 0.36542 0.51 -0.26 0.32 0.09
H 0.49427 0.13353 -0.97783 -0.16 0.85 -0.01 0.06
H -0.06971 -1.89098 -0.98140 0.23 -0.82 0.46 0.04
C 3.78542 1.15914 0.99591 1.09 -0.35 -0.06 -0.07
C 4.40061 0.12482 0.02843 -1.22 0.69 0.58 -0.36
C 5.61476 -0.67798 0.69362 -1.72 -0.66 -0.53 -0.22
O 6.80960 -0.03944 1.00041 -0.11 1.01 0.50 -0.19
C 7.62535 0.43380 -0.08738 -0.95 -1.46 0.93 -0.05
N 3.23133 -0.78572 -0.29112 1.77 -1.27 -0.15 0.04
H 4.54862 1.89905 1.23708 -0.24 0.22 0.34 0.07
H 3.47765 0.61444 1.88847 0.04 0.21 0.27 0.08
H 2.90457 1.63287 0.56256 0.21 0.11 -0.10 0.07
H 4.70614 0.69930 -0.84605 0.09 -0.45 -0.35 0.11
H 5.78841 -1.62051 0.17442 0.22 0.05 -1.01 0.11
H 5.21099 -1.10340 1.61236 0.04 0.52 0.57 0.12
H 7.15699 1.31515 -0.52552 0.43 -0.03 -0.27 0.06
H 7.67784 -0.43643 -0.74163 0.22 0.38 -0.80 0.09
H 8.61433 0.58331 0.34581 -0.17 0.43 -0.18 0.10
H 2.36203 -0.38701 -0.61584 0.44 0.92 0.00 0.01
H 2.98467 -1.17424 0.60795 -0.20 -0.41 0.11 0.06
C 1.64236 2.30881 -3.25486 -0.30 0.63 -0.14 -0.06
C 1.98940 3.78933 -2.92596 -0.24 -1.79 1.72 -0.44
C 3.49287 3.91389 -2.70805 0.05 1.29 -0.50 -0.22
O 3.97117 3.27584 -1.54569 0.95 -0.50 -0.07 -0.19
C 5.37585 3.56806 -1.31872 -0.72 -0.53 0.94 -0.08
N 1.38527 4.69801 -3.86408 -0.11 0.69 -0.82 0.03
H 2.04622 1.63048 -2.50328 0.04 0.08 0.09 0.06
H 1.99304 1.99990 -4.23959 0.38 0.21 -0.11 0.07
H 0.56066 2.18613 -3.30937 -0.17 0.00 0.25 0.06
H 1.45660 4.05739 -2.01362 0.60 -0.70 0.94 0.14
H 3.76193 4.96491 -2.60287 -0.13 0.43 -0.20 0.12
H 3.98195 3.57628 -3.62179 0.34 -0.33 -0.10 0.13
H 6.06294 3.24546 -2.10098 -0.35 0.39 -0.58 0.09
H 5.71800 2.99777 -0.45511 -0.50 -0.26 0.14 0.06
H 5.51501 4.59603 -0.98405 -0.02 0.29 -0.62 0.10
H 0.41489 4.67256 -3.58515 -0.68 -0.49 -0.66 0.07
H 1.53878 5.62960 -3.50537 0.85 0.56 -0.25 0.08
C 1.69469 -2.01599 -5.35849 2.33 0.98 0.03 0.01
C 0.37323 -2.30708 -4.67062 -1.79 -0.26 -2.03 -0.44
C -0.50442 -3.27601 -5.54056 0.56 -0.34 -0.04 -0.10
C -0.29125 -4.79527 -5.42234 1.16 1.65 0.40 -0.15
C -0.09589 -5.11891 -3.93705 -1.65 -1.26 -1.87 -0.12
C 0.93970 -4.35459 -3.15220 -0.44 -0.66 1.46 -0.47
N 0.70134 -2.94446 -3.41586 0.42 1.12 0.97 0.09
O 1.20453 -2.01968 -2.48831 -0.68 -1.77 -1.31 0.07
C 0.73672 -4.66897 -1.66276 -0.79 0.62 1.26 -0.01
C 2.38783 -4.79724 -3.38351 0.55 1.26 -1.82 0.02
C -0.44901 -1.00805 -4.41370 0.46 0.15 0.70 0.02
H 2.49425 -2.72853 -5.15578 -0.35 -0.50 -0.32 0.08
H 2.19095 -1.10861 -5.01426 -0.42 0.40 0.73 0.09
H 1.74181 -1.77916 -6.42141 -0.97 -0.66 -0.18 0.12
H -1.53584 -3.07477 -5.25113 -0.08 0.13 -0.41 0.12
H -0.27705 -3.07654 -6.58775 -0.59 0.74 0.08 0.13
H 0.58120 -5.12326 -5.98746 0.08 0.09 -0.14 0.12
H -1.16763 -5.20835 -5.92175 0.06 -0.56 0.56 0.13
H 0.07518 -6.19475 -3.97450 0.26 -0.02 0.99 0.14
H -1.08957 -4.93795 -3.52723 0.09 -0.16 0.66 0.14
H 0.68176 -5.74790 -1.51785 0.35 0.05 -0.18 0.11
H 1.47154 -4.21793 -0.99591 0.51 -0.28 -0.37 0.10
H -0.17923 -4.29548 -1.20489 -0.52 0.09 -0.55 0.09
H 2.67338 -4.45746 -4.37905 -0.01 -0.87 -0.43 0.07
H 3.13481 -4.24901 -2.80943 -0.30 -0.39 0.83 0.11
H 2.42895 -5.88271 -3.29311 0.20 0.26 0.12 0.12
H -1.13425 -1.18539 -3.58479 0.07 0.08 0.19 0.09
H -1.08970 -0.61123 -5.20119 0.33 -0.74 -0.58 0.11
H 0.23254 -0.19215 -4.17311 -0.10 -0.04 0.32 0.07
H 2.10065 -2.04520 -2.83172 1.46 0.90 0.82 0.13
C -5.71972 0.64737 5.35149 1.40 -0.39 0.74 -0.02
C -4.88418 1.57203 4.45814 -1.05 0.96 -1.99 -0.49
C -4.60552 2.96877 5.06848 1.17 -1.02 0.56 -0.13
C -3.40991 2.91578 6.02624 -0.80 -0.56 -0.17 -0.18
C -2.16278 2.23993 5.46953 -0.94 -0.61 0.43 -0.13
C -2.42522 0.87819 4.78427 0.64 0.01 -1.16 -0.44
N -3.64760 0.99329 3.90632 1.09 1.63 0.86 -0.10
O -3.96751 -0.18194 3.22597 0.34 -0.81 0.16 -0.03
C -1.15080 0.61998 3.82448 -1.82 0.08 0.00 -0.02
C -2.53628 -0.29636 5.76300 0.51 -0.31 0.06 -0.03
C -5.71185 1.91504 3.18376 0.09 0.37 -1.01 -0.05
H -5.15013 0.49760 6.26867 -0.24 0.34 0.53 0.06
H -5.72240 -0.38285 4.99550 -0.48 0.20 -0.62 0.08
H -6.71543 1.02166 5.58937 0.10 -0.02 -0.20 0.09
H -4.39019 3.69826 4.28772 -0.61 0.07 -0.06 0.11
H -5.46246 3.14688 5.71811 -0.25 0.80 -0.55 0.12
H -3.87370 2.31844 6.81122 0.78 -0.01 0.73 0.10
H -3.14969 3.90538 6.40182 -0.16 -0.03 0.17 0.11
H -1.55805 1.99157 6.34172 0.56 0.26 -0.18 0.12
H -1.64589 2.92633 4.79886 0.14 -0.13 0.05 0.10
H -0.21678 0.37101 4.32818 -0.30 -0.16 0.30 0.08
H -1.47846 -0.17142 3.15037 0.40 -0.42 0.06 0.06
H -0.94297 1.47454 3.18055 -0.20 0.27 0.13 0.06
H -3.13288 -1.09738 5.32648 -0.03 0.04 0.01 0.08
H -1.53895 -0.70447 5.92695 0.08 -0.11 0.02 0.07
H -2.90366 -0.08019 6.76619 -0.33 0.36 -0.14 0.08
H -5.98836 1.06311 2.56258 -0.44 -0.25 0.53 0.07
H -5.13705 2.50070 2.46632 0.83 -0.01 0.21 0.05
H -6.53777 2.61902 3.28555 -0.51 -0.51 0.82 0.09
H -3.84694 0.06647 2.30655 -0.05 0.00 -0.19 0.07
```
Positions in Å, forces in eV/Å.

The value obtained for the HOMO energy (alpha / beta) is -9.6 / -9.6 eV. The energy is -54667.2785 eV. As for the spin multiplicity: 2. The LUMO energy (alpha / beta) is -2.4 / -6.9 eV. As for the net charge: +1.